Record 1
DFT (ωB97M-V with the def2-TZVPD basis set) results for a cluster of 2 separate species, C4H12 in total at a distorted geometry.

Calculated values
Calculated total energy (eV): -4341.6150
SMILES: CC.CC
F_max (eV/Å): 3.59
ΔE to the lowest compared entry with this formula, charge and spin (kcal/mol): 21.06

```
16
C4H12, DFT ωB97M-V with the def2-TZVPD basis set
C 1.846 1.233 0.891
C 1.546 1.897 -0.505
H 0.964 1.348 1.508
H 2.123 0.178 0.991
H 2.615 1.896 1.354
H 2.113 1.530 -1.441
H 1.500 2.992 -0.297
H 0.547 1.631 -0.869
C -0.940 -1.639 0.005
C -2.394 -1.495 -0.411
H -0.415 -0.630 0.153
H -0.742 -2.287 0.863
H -0.339 -2.240 -0.735
H -2.875 -2.401 -0.723
H -2.739 -0.821 -1.147
H -3.100 -1.173 0.465
```


Record 2
DFT (ωB97M-V with the def2-TZVPD basis set) results for an isolated molecule of C21H23N3O5S at a distorted geometry.

Calculated values
Calculated total energy (eV): -47692.4229
SMILES: Cc1cc(NS(=O)(=O)c2ccc(NC(=O)COc3ccccc3C(C)C)cc2)no1
F_max (eV/Å): 1.62
ΔE to the lowest compared entry with this formula, charge and spin (kcal/mol): 85.12

```
53
C21H23N3O5S, DFT ωB97M-V with the def2-TZVPD basis set
C 3.871 3.411 3.449
C 3.662 3.803 2.034
C 4.203 3.350 0.867
C 3.582 4.157 -0.124
N 3.811 4.107 -1.476
S 3.938 2.603 -2.238
O 4.034 2.895 -3.633
O 4.979 1.865 -1.596
C 2.357 1.867 -1.863
C 1.266 2.185 -2.649
C 0.017 1.688 -2.326
C -0.130 0.874 -1.202
N -1.359 0.350 -0.816
C -2.570 0.454 -1.427
O -2.811 1.079 -2.432
C -3.662 -0.307 -0.663
O -3.172 -1.321 0.175
C -2.648 -2.462 -0.399
C -2.523 -2.628 -1.771
C -1.987 -3.794 -2.290
C -1.565 -4.798 -1.442
C -1.678 -4.622 -0.073
C -2.210 -3.467 0.477
C -2.297 -3.332 1.979
C -1.478 -2.143 2.490
C -3.751 -3.233 2.445
C 0.983 0.559 -0.420
C 2.228 1.057 -0.751
N 2.740 5.002 0.423
O 2.791 4.791 1.766
H 4.577 2.588 3.501
H 2.926 3.111 3.899
H 4.258 4.256 4.016
H 4.935 2.590 0.701
H 3.296 4.791 -2.009
H 1.411 2.809 -3.516
H -0.843 1.922 -2.930
H -1.341 -0.225 0.019
H -4.158 0.407 0.005
H -4.406 -0.677 -1.377
H -2.836 -1.852 -2.452
H -1.900 -3.906 -3.360
H -1.147 -5.710 -1.839
H -1.341 -5.406 0.590
H -1.866 -4.242 2.411
H -1.939 -1.205 2.193
H -0.463 -2.187 2.098
H -1.428 -2.168 3.576
H -4.214 -2.330 2.059
H -3.794 -3.209 3.532
H -4.318 -4.093 2.095
H 0.867 -0.077 0.446
H 3.104 0.819 -0.171
```


Record 3
DFT (ωB97M-V with the def2-TZVPD basis set) results for a cluster of 2 separate species, C27H45F5N3O9PSSi in total at a distorted geometry.

Calculated values
Calculated total energy (eV): -93208.1396
F_max (eV/Å): 4.89
ΔE to the lowest compared entry with this formula, charge and spin (kcal/mol): 87.43

```
92
C27H45F5N3O9PSSi, DFT ωB97M-V with the def2-TZVPD basis set
C -0.623 5.616 1.290
C -1.109 4.111 1.539
O -0.547 3.148 0.627
N 0.485 2.362 1.128
P 1.693 3.204 2.165
O 1.312 3.388 3.595
C 1.243 1.977 -0.139
N 2.059 3.127 -0.634
C 2.224 0.774 0.044
C 2.887 0.349 -1.342
F 3.546 -0.863 -1.046
F 3.893 1.216 -1.733
C 1.837 0.018 -2.459
C 2.334 0.649 -3.828
Si 1.270 0.130 -5.324
C 1.489 1.507 -6.663
C 1.891 -1.476 -6.168
C -0.565 0.028 -4.837
C -1.292 -1.237 -4.996
C -2.689 -1.281 -4.563
C -3.300 -0.070 -3.995
C -2.573 1.205 -3.881
C -1.179 1.258 -4.309
O 1.522 -0.383 0.491
C 0.850 -0.154 1.742
O 0.093 -1.345 1.902
C 1.871 -0.114 2.965
C 1.872 -1.413 3.863
C 2.934 -1.147 5.024
C 2.558 -2.088 6.224
O 3.723 -2.513 6.978
C 3.363 -3.265 8.088
C 2.266 -4.402 8.020
O 3.895 -3.118 9.155
C -0.137 1.099 1.693
N -0.740 1.215 3.017
C -2.002 0.925 3.071
C -3.164 1.510 2.213
C -2.436 -0.097 4.189
H -1.503 6.303 1.190
H 0.043 5.631 0.387
H 0.023 5.942 2.156
H -1.076 3.855 2.626
H -2.210 4.151 1.294
H 2.980 2.574 2.143
H 1.907 4.508 1.608
H 0.445 1.822 -0.911
H 1.518 3.996 -0.595
H 2.178 2.938 -1.637
H 3.084 0.939 0.742
H 1.850 -1.097 -2.625
H 0.782 0.280 -2.201
H 3.378 0.264 -4.017
H 2.359 1.770 -3.804
H 0.504 1.789 -7.113
H 2.005 2.404 -6.219
H 2.175 1.102 -7.456
H 1.287 -1.701 -7.091
H 1.931 -2.353 -5.471
H 2.943 -1.300 -6.539
H -0.767 -2.117 -5.432
H -3.263 -2.233 -4.640
H -4.351 -0.109 -3.637
H -3.035 2.125 -3.457
H -0.567 2.190 -4.247
H -0.538 -1.241 2.634
H 1.677 0.749 3.668
H 2.944 0.029 2.633
H 0.881 -1.512 4.392
H 2.139 -2.319 3.271
H 3.980 -1.326 4.672
H 2.883 -0.079 5.383
H 1.845 -1.613 6.945
H 2.083 -3.010 5.771
H 2.254 -4.899 7.005
H 2.491 -5.186 8.778
H 1.230 -3.991 8.168
H -0.932 0.798 0.946
H -3.353 2.593 2.452
H -4.116 0.971 2.480
H -3.010 1.346 1.116
H -1.667 -0.154 5.011
H -2.615 -1.122 3.777
H -3.379 0.255 4.701
C -6.506 -5.420 -5.719
F -7.749 -5.852 -5.422
F -5.684 -6.476 -5.531
F -6.499 -5.168 -7.045
S -6.010 -3.945 -4.712
O -6.073 -4.395 -3.334
O -6.989 -2.926 -5.037
O -4.662 -3.627 -5.163
```


Record 4
DFT (ωB97M-V with the def2-TZVPD basis set) results for a structure of composition C29H21BrClI2N2O3Pd at a distorted geometry.

Calculated values
Calculated total energy (eV): -141784.8264
F_max (eV/Å): 3.67
ΔE to the lowest compared entry with this formula, charge and spin (kcal/mol): 44.03
Charge: -1

```
60
C29H21BrClI2N2O3Pd, DFT ωB97M-V with the def2-TZVPD basis set
Pd 0.237 -0.434 0.134
I 3.789 3.384 0.441
C 4.062 1.423 1.142
C 5.203 1.071 1.850
C 5.368 -0.221 2.284
I 7.183 -0.709 3.265
C 4.370 -1.195 2.080
C 4.426 -2.533 2.530
C 3.363 -3.368 2.327
C 2.217 -2.873 1.684
N 2.145 -1.650 1.223
C 3.191 -0.813 1.379
C 3.042 0.512 0.807
O 2.066 0.831 0.057
H 5.959 1.818 2.047
H 5.308 -2.885 3.048
H 3.389 -4.394 2.668
H 1.337 -3.495 1.561
Br -1.805 -4.820 2.169
C -1.712 -5.149 0.304
C -2.203 -6.383 -0.105
C -2.162 -6.744 -1.438
C -1.612 -5.881 -2.372
C -1.121 -4.656 -1.965
C -1.165 -4.255 -0.629
C -0.655 -2.860 -0.332
O -0.189 -2.207 -1.301
O -0.736 -2.390 0.829
H -2.617 -7.057 0.633
H -2.555 -7.704 -1.748
H -1.570 -6.160 -3.417
H -0.681 -3.961 -2.667
Cl -6.411 2.746 0.641
C -4.722 2.451 0.363
C -4.251 2.328 -0.935
C -2.913 2.065 -1.149
C -2.009 1.922 -0.083
C -0.608 1.620 -0.287
C -2.522 2.089 1.216
C -3.861 2.332 1.443
H -4.932 2.428 -1.769
H -2.545 1.958 -2.160
H 0.041 2.032 0.482
H -0.239 1.788 -1.295
H -1.845 1.992 2.057
H -4.242 2.419 2.452
N -2.763 -0.812 -1.824
C -3.680 -1.413 -0.972
C -4.677 -2.252 -1.479
C -5.630 -2.807 -0.639
C -5.620 -2.534 0.719
C -4.626 -1.709 1.232
C -3.669 -1.159 0.402
H -2.628 -1.285 -2.702
H -1.869 -0.488 -1.434
H -4.694 -2.471 -2.541
H -6.379 -3.473 -1.051
H -6.360 -2.973 1.375
H -4.577 -1.512 2.296
H -2.876 -0.555 0.815
```